Record 1
This record from OMol25 describes a 12-piece molecular cluster, H24O12 overall in a non-equilibrium geometry. The level of theory is wB97M-V/def2-TZVPD.

The geometry in XYZ format:
```
36
Properties=species:S:1:pos:R:3:nbo_charge:R:1
O -0.92574 -0.49019 -0.44228 -0.917
H -0.92194 -1.09872 0.30515 0.502
H -0.53275 0.31634 -0.09004 0.426
O 0.49576 1.06183 4.67891 -0.939
H 0.00248 0.30942 4.33317 0.468
H 0.40935 0.97940 5.63532 0.471
O -2.57143 0.51650 1.48934 -0.917
H -1.63432 0.48864 1.71303 0.452
H -2.66505 1.32413 0.97168 0.464
O -1.00733 4.03904 0.83063 -0.954
H -1.93887 3.85205 0.99271 0.474
H -1.00304 4.94760 0.50893 0.480
O 3.06891 2.52371 1.07676 -0.941
H 2.80868 2.85834 1.94237 0.472
H 2.43496 2.92328 0.47059 0.454
O -3.04654 1.20536 -2.15133 -0.927
H -2.55378 0.69110 -2.80072 0.469
H -2.46117 1.94204 -1.94246 0.460
O -1.33483 -4.26536 3.25585 -0.939
H -2.21493 -3.92871 3.05315 0.470
H -1.42795 -5.22216 3.18621 0.469
O 1.11336 -3.05157 -3.82335 -0.941
H 0.66269 -2.59315 -3.10520 0.461
H 0.45795 -3.08298 -4.52935 0.474
O 3.57147 -2.58967 -0.22506 -0.927
H 4.47144 -2.46102 -0.54520 0.470
H 3.02117 -2.17659 -0.89999 0.457
O -1.36911 -2.07674 -1.43015 -0.930
H -1.18241 -1.26834 -1.92067 0.492
H -0.89565 -2.76092 -1.91669 0.438
O 1.69741 3.74887 -1.16843 -0.921
H 1.89433 2.97484 -1.70796 0.473
H 1.18098 3.39776 -0.43426 0.462
O 0.44252 -1.14688 -1.87529 -0.968
H 1.29587 -1.35088 -2.27425 0.457
H 0.65749 -0.53637 -1.16111 0.503
```

Results
Multiplicity: 1
LUMO: -0.4 eV
ΔE to the lowest compared entry with this formula, charge and spin: 155.8 kcal per mole
Structure (SMILES): O.O.O.O.O.O.O.O.O.O.O.O

Record 2
This record from OMol25 describes a 12-piece molecular cluster, H24O12 overall. The level of theory is wB97M-V/def2-TZVPD.

The geometry in XYZ format:
```
36
Properties=species:S:1:pos:R:3:nbo_charge:R:1
O 0.28694 -3.38879 -2.60926 -0.942
H 1.17076 -3.60148 -2.90904 0.460
H 0.39571 -2.59502 -2.08549 0.481
O 1.67121 1.71730 -3.89737 -0.952
H 2.36433 2.08811 -4.44357 0.474
H 1.72586 0.77362 -4.04812 0.478
O -0.82425 2.99902 -1.18510 -0.952
H -0.37588 2.69666 -1.97490 0.479
H -0.43011 3.85068 -0.99655 0.474
O -4.25189 3.65963 0.56461 -0.941
H -3.46519 3.34418 0.11984 0.474
H -4.77445 4.06242 -0.12888 0.466
O -2.12763 0.77570 -5.66037 -0.932
H -1.46223 0.69095 -6.34322 0.465
H -1.62874 0.84451 -4.84636 0.467
O 2.49618 0.89028 3.36615 -0.953
H 2.55336 1.52308 4.08206 0.468
H 2.60294 1.41513 2.57283 0.485
O -3.94164 -2.46450 2.01207 -0.936
H -4.23188 -2.77393 2.87011 0.460
H -3.22484 -1.86010 2.20478 0.476
O -0.22877 -0.56521 -0.52981 -0.954
H -0.45107 0.35758 -0.65333 0.474
H 0.40337 -0.56565 0.18897 0.479
O 0.40020 -4.30968 2.78676 -0.950
H -0.02700 -3.47867 2.99450 0.478
H -0.24147 -4.97687 3.03038 0.471
O -1.02995 -0.88665 3.83973 -0.953
H -1.54523 -0.70799 4.62636 0.470
H -0.35552 -0.20742 3.83523 0.483
O 3.17846 2.33527 0.15188 -0.949
H 4.12155 2.36694 -0.00876 0.472
H 2.78358 2.53078 -0.69787 0.477
O 2.86866 -2.05579 0.88995 -0.953
H 2.29951 -2.75957 1.20139 0.481
H 3.29500 -1.72442 1.68030 0.473
```

Results
Multiplicity: 1
LUMO: -0.2 eV
ΔE to the lowest compared entry with this formula, charge and spin: 52.9 kcal per mole
Structure (SMILES): O.O.O.O.O.O.O.O.O.O.O.O

Record 3
This record from OMol25 describes a 12-piece molecular cluster, H24O12 overall in a non-equilibrium geometry. The level of theory is wB97M-V/def2-TZVPD.

The geometry in XYZ format:
```
36
Properties=species:S:1:pos:R:3:nbo_charge:R:1
O -0.20368 -2.93363 0.81223 -0.931
H -0.50759 -3.46206 0.07853 0.475
H -0.54488 -3.37029 1.55972 0.483
O 0.90315 0.81710 -2.47646 -0.955
H 0.21876 0.44635 -1.88968 0.495
H 1.27084 1.52699 -1.94188 0.451
O 2.43955 -2.32951 -1.12034 -0.959
H 2.85258 -1.52170 -1.37475 0.485
H 2.02674 -2.17800 -0.27402 0.468
O -1.34467 -1.51785 -1.67892 -0.967
H -0.76979 -2.28853 -1.90385 0.473
H -1.00375 -1.20410 -0.86534 0.486
O -1.70812 1.49997 1.23157 -0.953
H -2.50859 0.98229 1.12329 0.509
H -1.60376 1.83155 0.32595 0.480
O 3.78177 0.14296 -2.35312 -0.972
H 3.38012 0.31191 -3.19521 0.487
H 3.35588 0.72290 -1.68435 0.482
O 0.20960 -0.11607 0.13796 -1.001
H 1.02427 0.40621 0.16746 0.492
H -0.44707 0.46320 0.46170 0.476
O -0.51425 -0.25715 3.01008 -0.965
H 0.13306 0.33895 3.40726 0.472
H -0.34265 -0.34236 2.05231 0.480
O 2.40976 1.33471 -0.14063 -0.956
H 2.95409 0.75060 0.42903 0.502
H 2.45178 2.16735 0.32766 0.499
O -2.74278 -1.72887 0.98264 -0.980
H -1.81588 -2.00307 0.82822 0.483
H -3.26782 -2.09213 0.26790 0.472
O -0.65138 3.08274 3.16089 -0.995
H -0.99545 2.44031 2.54245 0.504
H -0.69072 4.00248 2.93355 0.473
O -2.19307 1.33246 -1.72365 -0.938
H -2.88671 0.68832 -1.89876 0.490
H -2.66933 2.05597 -1.31943 0.456
```

Results
Multiplicity: 1
LUMO: -0.3 eV
ΔE to the lowest compared entry with this formula, charge and spin: 49.1 kcal per mole
Structure (SMILES): O.O.O.O.O.O.O.O.O.O.O.O

Record 4
This record from OMol25 describes H24O12 as an isolated structure in a non-equilibrium geometry. The level of theory is wB97M-V/def2-TZVPD.

The geometry in XYZ format:
```
36
Properties=species:S:1:pos:R:3:nbo_charge:R:1
O -57.19957 43.39801 -21.71921 -0.987
H -56.84327 42.60634 -22.02496 0.430
H -57.79973 43.64792 -22.50451 0.446
O -58.74268 40.15355 -21.95895 -1.070
H -59.44886 40.39396 -22.75236 0.539
H -58.59897 40.59143 -21.13446 0.449
O -59.38706 41.46465 -24.17711 -0.993
H -59.68175 42.05106 -24.72956 0.460
H -58.82025 40.74344 -24.70763 0.528
O -61.56416 37.61959 -21.64778 -0.968
H -61.34993 37.76225 -20.77415 0.480
H -61.31166 38.38622 -22.11990 0.465
O -56.33612 41.66657 -21.69596 -0.867
H -57.03902 41.10952 -21.93309 0.512
H -55.66962 41.85349 -22.40481 0.495
O -61.02049 41.73569 -20.82698 -0.926
H -60.73303 42.75460 -20.57392 0.485
H -61.43062 41.90460 -21.61971 0.471
O -57.92504 39.27741 -24.95474 -0.975
H -58.02607 38.77036 -25.73477 0.487
H -57.15000 38.81124 -24.38452 0.523
O -57.23725 37.95396 -21.23576 -0.993
H -57.84114 38.66820 -21.49032 0.503
H -57.11867 37.85499 -20.32171 0.470
O -58.87609 40.35944 -19.79122 -0.956
H -58.22789 41.00778 -19.48112 0.512
H -59.48188 40.92464 -20.38439 0.494
O -57.33885 42.63451 -19.12288 -1.045
H -57.68268 42.88638 -20.13253 0.517
H -56.39561 42.91592 -18.90774 0.496
O -61.99783 39.39850 -23.81366 -0.934
H -61.61505 40.24530 -24.17369 0.472
H -62.71382 39.60945 -23.31855 0.467
O -60.77387 38.30422 -19.15390 -0.945
H -60.23557 39.00953 -19.24669 0.485
H -61.60658 38.63114 -18.61230 0.473
```

Results
Multiplicity: 1
LUMO: -0.4 eV
ΔE to the lowest compared entry with this formula, charge and spin: 193.1 kcal per mole

Record 5
This record from OMol25 describes a 12-piece molecular cluster, H24O12 overall in a non-equilibrium geometry. The level of theory is wB97M-V/def2-TZVPD.

The geometry in XYZ format:
```
36
Properties=species:S:1:pos:R:3:nbo_charge:R:1
O -2.44753 -0.28200 -3.55527 -0.939
H -3.21542 -0.80992 -3.40450 0.467
H -2.69352 0.64557 -3.60121 0.472
O -1.36392 -0.81691 -1.19443 -0.923
H -2.28214 -0.67813 -1.00197 0.481
H -0.91766 0.02942 -1.16168 0.486
O -0.23601 -2.05604 0.86560 -1.040
H -0.69035 -1.60714 0.11489 0.496
H -0.83266 -2.65056 1.33954 0.488
O 0.97228 3.07923 -1.88211 -0.958
H 1.31345 3.67413 -2.55479 0.473
H 1.01170 3.56829 -1.05419 0.486
O -2.16452 3.31192 -0.86837 -0.976
H -2.50349 2.42436 -1.01614 0.453
H -1.42964 3.14996 -0.22055 0.477
O -0.19823 2.87600 0.83044 -0.946
H -0.15424 2.00057 1.22394 0.514
H -0.74445 3.37172 1.42650 0.475
O 0.82301 0.32850 2.63852 -0.956
H 1.48291 0.00987 2.02778 0.474
H 0.40852 -0.40914 3.05676 0.484
O -0.66133 -4.66540 1.65195 -0.969
H 0.05090 -4.20937 2.09624 0.494
H -0.42833 -4.95424 0.77308 0.483
O -2.68704 2.10655 1.86395 -0.970
H -3.03801 1.81224 2.70461 0.487
H -2.72419 3.04740 1.70151 0.483
O 3.34097 0.81277 -2.53941 -0.988
H 2.43666 1.03875 -2.35015 0.500
H 3.60243 0.33553 -3.30585 0.487
O 2.97353 -1.64643 -0.07271 -0.943
H 3.51931 -0.86566 0.04151 0.473
H 2.08589 -1.26964 -0.01314 0.471
O 2.44479 -3.81442 2.09836 -0.958
H 2.68202 -4.00903 1.18879 0.484
H 2.26431 -2.87875 2.15248 0.477
```

Results
Multiplicity: 1
LUMO: 0.0 eV
ΔE to the lowest compared entry with this formula, charge and spin: 60.0 kcal per mole
Structure (SMILES): O.O.O.O.O.O.O.O.O.O.O.O

Record 6
This record from OMol25 describes a 12-piece molecular cluster, H24O12 overall in a non-equilibrium geometry. The level of theory is wB97M-V/def2-TZVPD.

The geometry in XYZ format:
```
36
Properties=species:S:1:pos:R:3:nbo_charge:R:1
O -0.66992 0.59256 0.40920 -0.899
H -1.46040 1.18904 0.19685 0.447
H -0.03837 0.97205 -0.20307 0.448
O 1.59801 0.01891 3.83230 -0.938
H 0.74329 0.41802 3.69865 0.472
H 1.49313 -0.94562 3.70343 0.467
O 0.18098 2.51915 -4.14622 -0.943
H -0.67724 2.97553 -4.43874 0.481
H 0.19219 2.33426 -3.24263 0.464
O -0.45290 3.48258 0.32027 -0.871
H -0.10526 2.62102 -0.05049 0.431
H -1.33982 3.15395 0.24088 0.435
O -1.65783 -2.38143 -2.68812 -0.934
H -1.39449 -1.61441 -2.16710 0.485
H -1.22044 -3.10210 -2.24429 0.449
O 0.22679 -0.78503 -1.08930 -0.974
H 0.77131 -0.41578 -0.38187 0.439
H 0.41002 -1.76358 -0.91441 0.496
O 2.28679 -2.20130 -1.47638 -0.925
H 2.74632 -1.91792 -0.68778 0.450
H 2.88016 -2.36313 -2.14103 0.477
O 0.70603 -3.30452 -0.19125 -0.891
H -0.27998 -3.42293 -0.12450 0.470
H 0.91238 -3.08108 0.64680 0.458
O -0.45157 3.70087 3.65012 -0.939
H -1.20219 3.21435 3.49216 0.464
H 0.27233 3.16604 4.06991 0.475
O -3.46712 -0.82973 1.17667 -0.926
H -2.66898 -1.27082 1.50180 0.468
H -3.20806 -0.68081 0.21434 0.459
O 4.55452 -1.12047 1.49890 -0.902
H 3.59516 -0.94580 1.33655 0.451
H 4.57186 -2.00145 1.31379 0.453
O -2.62233 1.14758 -2.04566 -0.901
H -2.15630 1.89500 -1.69400 0.451
H -3.06804 0.74701 -1.37579 0.454
```

Results
Multiplicity: 1
LUMO: -0.9 eV
ΔE to the lowest compared entry with this formula, charge and spin: 149.5 kcal per mole
Structure (SMILES): O.O.O.O.O.O.O.O.O.O.O.O